# 1
DFT (ωB97M-V with the def2-TZVPD basis set) results for a molecular structure, C28H31BrCl2CsIN3O9S in a non-equilibrium geometry.

The geometry in XYZ format:
```
77
Properties=species:S:1:pos:R:3:lowdin_charge:R:1
Cs -0.06 -0.18 -0.11 1.42
Br -2.27 -6.41 -0.43 0.69
C -3.54 -5.10 0.09 -0.73
C -4.61 -5.53 0.88 -0.15
C -5.58 -4.63 1.28 -0.09
C -5.49 -3.30 0.90 -0.07
C -4.42 -2.88 0.12 -0.15
C -3.43 -3.77 -0.29 -0.73
I -1.89 -3.01 -1.44 1.06
H -4.66 -6.57 1.17 0.09
H -6.40 -4.97 1.89 0.10
H -6.23 -2.58 1.20 0.09
H -4.35 -1.83 -0.17 0.07
Cl -4.83 -1.16 -3.15 0.74
C -4.38 0.32 -3.94 -0.57
C -4.25 0.29 -5.32 -0.12
C -3.78 1.40 -6.00 -0.09
C -3.44 2.54 -5.29 -0.12
C -3.60 2.56 -3.92 -0.57
Cl -3.16 4.01 -3.06 0.73
C -4.08 1.46 -3.19 -0.30
N -4.12 1.52 -1.80 0.08
C -5.18 1.11 -0.99 -0.22
C -6.49 0.97 -1.46 -0.05
C -7.49 0.54 -0.62 -0.09
C -7.22 0.26 0.72 -0.11
C -5.93 0.41 1.19 -0.05
C -4.90 0.84 0.36 -0.16
C -3.50 0.99 0.86 -0.05
C -3.16 2.44 1.21 -0.50
O -2.67 2.71 2.41 0.10
O -3.31 3.32 0.38 0.08
H -4.47 -0.63 -5.83 0.10
H -3.65 1.36 -7.07 0.10
H -3.05 3.42 -5.78 0.10
H -3.53 2.23 -1.38 0.07
H -6.70 1.20 -2.50 0.11
H -8.50 0.43 -1.00 0.10
H -8.01 -0.08 1.38 0.09
H -5.69 0.19 2.23 0.12
H -2.81 0.74 0.05 0.08
H -3.28 0.32 1.69 0.10
N -2.11 0.68 4.16 -0.02
C -0.65 0.71 3.99 -0.17
C -0.24 -0.20 2.81 -0.84
O -1.14 -0.93 2.34 -0.20
O 0.94 -0.09 2.42 -0.21
H -2.52 1.90 2.99 0.05
H -2.38 0.80 5.12 0.08
H -2.40 -0.24 3.83 0.07
H -0.11 0.36 4.88 0.11
H -0.31 1.73 3.78 0.11
O 3.54 2.36 -2.26 0.12
C 3.44 1.59 -1.18 -0.50
O 2.42 1.41 -0.57 0.02
C 4.73 0.91 -0.76 -0.22
N 5.82 1.17 -1.72 -0.04
C 6.19 -0.13 -2.32 -0.19
C 5.84 -1.17 -1.26 -0.17
C 4.54 -0.62 -0.69 -0.11
H 4.97 1.32 0.23 0.16
H 6.62 1.55 -1.23 0.11
H 4.48 2.29 -2.53 0.10
H 7.23 -0.12 -2.62 0.11
H 5.59 -0.29 -3.22 0.12
H 6.62 -1.19 -0.50 0.11
H 5.74 -2.18 -1.67 0.11
H 4.32 -0.95 0.33 0.12
H 3.69 -0.92 -1.30 0.13
C 0.68 1.10 -4.11 -0.14
S -0.46 0.04 -3.28 0.26
O 0.36 -1.01 -2.66 -0.62
O -1.38 -0.46 -4.29 -0.34
O -1.09 0.89 -2.26 -0.60
H 1.23 0.52 -4.85 0.06
H 1.37 1.53 -3.38 0.04
H 0.12 1.90 -4.59 0.06
```

Its total energy is -167014.3935 eV. The charge is -1. The value obtained for the frontier orbital gap is 7.06 eV. The HOMO energy comes out at -5.222 eV. The calculation puts the LUMO energy at 0.06767 Eh.

***

# 2
DFT (ωB97M-V with the def2-TZVPD basis set) results for a single C12H21NO molecule in a non-equilibrium geometry.

The geometry in XYZ format:
```
35
Properties=species:S:1:pos:R:3:nbo_charge:R:1
C -0.01 -1.01 -2.99 -0.42
N 0.60 -0.63 -1.75 0.05
C 1.86 0.17 -2.03 -0.42
O 1.11 -1.61 -1.23 -0.75
C -0.24 0.15 -0.79 0.22
C -1.49 -0.73 -0.49 -0.46
C -2.46 -0.06 0.47 -0.22
C -1.78 0.27 1.83 -0.40
C -0.47 1.01 1.64 -0.23
C -0.82 2.35 1.02 -0.41
C -1.60 2.25 -0.33 -0.21
C -2.86 1.25 -0.32 -0.40
C -0.68 1.55 -1.36 -0.45
C 0.40 0.26 0.66 -0.43
H 0.65 -1.34 -3.81 0.23
H -0.56 -1.89 -2.61 0.24
H -0.67 -0.13 -3.21 0.19
H 2.38 -0.31 -2.94 0.22
H 2.64 -0.04 -1.32 0.24
H 1.55 1.19 -2.09 0.19
H -1.12 -1.73 -0.10 0.25
H -2.02 -0.93 -1.46 0.20
H -3.39 -0.74 0.58 0.22
H -2.38 0.94 2.44 0.20
H -1.61 -0.65 2.42 0.21
H -0.08 1.21 2.61 0.22
H 0.08 3.02 1.03 0.21
H -1.48 2.73 1.80 0.20
H -1.79 3.26 -0.74 0.22
H -3.19 0.99 -1.31 0.21
H -3.72 1.80 0.20 0.21
H -1.16 1.43 -2.36 0.21
H 0.10 2.37 -1.51 0.22
H 0.69 -0.66 1.22 0.24
H 1.36 0.74 0.47 0.21
```

Its total energy is -16318.0026 eV. As for the energy above the lowest of the compared OMol25 structures with the same formula, charge and spin: 489.6 kJ/mol. The charge is 0. The value obtained for the frontier orbital gap is 8.34 eV. The HOMO energy comes out at -7.673 eV. Its SMILES is C[N+](C)([O-])[C@]12C[C@H]3C[C@H](C[C@H](C3)C1)C2. The calculation puts the LUMO energy at 0.02449 Eh.

***

# 3
DFT (ωB97M-V with the def2-TZVPD basis set) results for a molecular structure, C43H59BiCl3NP3Si in a non-equilibrium geometry.

The geometry in XYZ format:
```
111
Properties=species:S:1:pos:R:3:lowdin_charge:R:1
Bi 0.61 -0.49 1.47 1.30
C -2.87 1.84 5.06 -0.10
C -1.75 1.86 4.01 -0.48
C -0.40 2.12 4.69 -0.12
P -1.62 0.38 2.85 0.99
C -2.09 -1.16 3.76 -0.57
C -1.20 -1.31 4.99 -0.13
C -3.55 -1.45 4.06 -0.11
C -2.93 0.74 1.63 -0.36
C -4.22 0.95 2.11 -0.12
C -5.25 1.31 1.25 -0.09
C -4.97 1.43 -0.10 -0.08
C -3.69 1.21 -0.57 -0.09
C -2.61 0.88 0.27 -0.26
Si -0.76 0.69 -0.46 0.43
C -0.16 2.40 0.65 -0.32
C -1.14 3.39 0.79 -0.13
C -0.96 4.58 1.47 -0.10
C 0.25 4.82 2.10 -0.10
C 1.26 3.90 1.97 -0.14
C 1.11 2.72 1.22 -0.41
P 2.68 1.77 0.90 0.97
C 3.79 3.06 0.03 -0.54
C 3.18 3.46 -1.32 -0.14
C 4.23 4.32 0.77 -0.13
C 3.61 1.78 2.56 -0.56
C 5.04 1.29 2.28 -0.14
C 3.04 0.93 3.70 -0.15
C -1.53 -0.22 -2.07 -0.31
C -1.89 0.72 -3.05 -0.23
C -2.45 0.40 -4.27 -0.10
C -2.66 -0.93 -4.58 -0.10
C -2.31 -1.90 -3.66 -0.11
C -1.75 -1.57 -2.42 -0.38
P -1.43 -2.91 -1.20 1.10
C -2.86 -4.08 -1.64 -0.55
C -2.64 -5.20 -2.64 -0.13
C -3.39 -4.66 -0.32 -0.16
C 0.03 -3.78 -2.02 -0.56
C 0.45 -4.98 -1.18 -0.12
C 1.20 -2.80 -2.14 -0.13
H -2.66 2.60 5.81 0.08
H -2.94 0.88 5.57 0.05
H -3.84 2.07 4.62 0.06
H -1.94 2.68 3.32 0.09
H -0.11 1.29 5.34 0.07
H -0.46 3.03 5.29 0.08
H 0.37 2.27 3.94 0.03
H -1.73 -1.90 3.03 0.02
H -1.48 -0.62 5.79 0.06
H -0.15 -1.13 4.74 0.07
H -1.27 -2.33 5.37 0.06
H -3.99 -0.76 4.78 0.06
H -3.62 -2.46 4.47 0.07
H -4.15 -1.43 3.14 0.07
H -4.44 0.83 3.16 0.07
H -6.25 1.48 1.64 0.10
H -5.76 1.69 -0.79 0.10
H -3.52 1.30 -1.63 0.08
H -2.10 3.23 0.31 0.09
H -1.76 5.31 1.52 0.10
H 0.41 5.73 2.68 0.10
H 2.21 4.10 2.46 0.08
H 4.68 2.45 -0.18 0.09
H 2.19 3.90 -1.18 0.07
H 3.09 2.61 -1.99 0.04
H 3.82 4.20 -1.80 0.07
H 3.39 5.01 0.89 0.07
H 5.00 4.82 0.18 0.08
H 4.65 4.11 1.76 0.06
H 3.65 2.81 2.92 0.07
H 5.01 0.32 1.80 0.06
H 5.58 1.18 3.22 0.08
H 5.60 1.98 1.65 0.05
H 3.20 -0.13 3.51 0.04
H 1.99 1.10 3.86 0.01
H 3.57 1.17 4.63 0.08
H -1.69 1.78 -2.85 0.09
H -2.70 1.18 -4.98 0.10
H -3.10 -1.21 -5.53 0.09
H -2.48 -2.93 -3.92 0.07
H -3.63 -3.41 -2.02 0.09
H -1.95 -5.96 -2.26 0.06
H -2.25 -4.85 -3.60 0.05
H -3.59 -5.70 -2.84 0.07
H -2.64 -5.31 0.14 0.06
H -4.30 -5.25 -0.49 0.07
H -3.61 -3.87 0.39 0.06
H -0.27 -4.10 -3.02 0.09
H 0.69 -4.66 -0.16 0.06
H 1.34 -5.45 -1.61 0.07
H -0.33 -5.74 -1.11 0.05
H 1.47 -2.40 -1.17 0.04
H 0.96 -1.98 -2.80 0.05
H 2.08 -3.32 -2.55 0.08
Cl 3.18 -2.28 1.48 0.59
C 2.29 -3.29 2.62 -0.60
C 3.07 -4.09 3.43 -0.17
C 2.49 -4.99 4.30 -0.14
C 1.10 -5.09 4.31 -0.16
C 0.33 -4.28 3.50 -0.60
Cl -1.39 -4.50 3.58 0.67
C 0.85 -3.25 2.63 -0.56
N 0.04 -2.44 1.95 -0.32
H 4.15 -4.00 3.37 0.09
H 3.09 -5.61 4.95 0.08
H 0.60 -5.80 4.96 0.09
Cl 1.05 1.08 -3.33 0.52
C 0.57 1.62 -1.68 -0.69
H 0.25 2.65 -1.82 0.02
H 1.50 1.64 -1.14 -0.09
```

Its total energy is -126189.7332 eV. The charge is -1. The value obtained for the frontier orbital gap is 6.29 eV. The HOMO energy comes out at -3.807 eV. The calculation puts the LUMO energy at 0.09117 Eh.

***

# 4
DFT (ωB97M-V with the def2-TZVPD basis set) results for a molecular structure, C28H54P2W in a non-equilibrium geometry.

The geometry in XYZ format:
```
85
Properties=species:S:1:pos:R:3:mulliken_spin:R:1
W 1.52 0.87 -0.66 1.09
C 2.30 1.92 1.20 0.11
C 2.56 2.80 0.08 0.14
C 0.25 2.64 0.34 0.17
C 0.86 1.85 1.38 -0.09
C 1.30 3.18 -0.49 -0.09
C 3.32 1.24 2.05 -0.05
H 4.29 1.19 1.53 0.00
H 3.02 0.22 2.30 -0.01
H 3.46 1.80 2.99 0.01
C 0.19 1.22 2.55 -0.01
H 0.91 1.14 3.38 0.00
H -0.18 0.20 2.36 0.01
H -0.66 1.83 2.88 0.00
C -1.18 3.03 0.21 0.01
H -1.28 4.12 0.36 0.00
H -1.79 2.54 0.97 0.00
H -1.60 2.78 -0.77 -0.01
C 1.07 4.00 -1.72 -0.01
H 1.24 5.06 -1.50 0.00
H 0.03 3.87 -2.05 0.00
H 1.73 3.73 -2.56 0.00
C 3.92 3.31 -0.32 -0.01
H 4.23 4.14 0.35 0.01
H 3.93 3.70 -1.35 0.00
H 4.68 2.52 -0.25 0.00
C 1.42 -1.18 -0.59 0.25
C 2.82 -0.74 -0.49 0.19
C 3.77 -0.90 -1.67 0.02
C 3.66 0.24 -2.68 0.00
C 2.48 1.16 -2.45 0.14
C 1.10 0.70 -2.65 0.13
C 0.85 -0.75 -3.04 0.00
C 0.87 -1.76 -1.87 0.08
H 3.63 -1.88 -2.16 0.01
H 3.61 -0.16 -3.71 0.00
H 4.79 -0.92 -1.27 0.00
H 1.45 -2.65 -2.20 0.02
H 1.05 -1.65 0.33 -0.10
H 3.29 -0.94 0.47 0.00
H -0.16 -2.13 -1.70 -0.01
H -0.14 -0.79 -3.51 -0.03
H 0.42 1.42 -3.11 -0.02
H 1.58 -1.07 -3.80 0.01
H 4.57 0.85 -2.61 -0.01
H 2.68 2.18 -2.77 -0.01
P 0.67 -2.86 2.63 0.00
C 0.38 -2.92 4.45 0.00
H 0.71 -3.86 4.93 0.00
H -0.70 -2.79 4.63 0.00
H 0.91 -2.08 4.91 0.00
C -0.34 -4.33 2.13 0.00
H 0.00 -5.27 2.58 0.00
H -0.29 -4.42 1.04 0.00
H -1.39 -4.15 2.41 0.00
C 2.38 -3.55 2.51 0.00
H 2.68 -3.52 1.46 0.00
H 2.47 -4.59 2.88 0.00
H 3.07 -2.91 3.08 0.00
P -3.30 0.22 -1.82 0.03
C -3.04 1.59 -3.04 0.00
H -3.24 1.24 -4.07 0.00
H -2.00 1.95 -2.99 0.00
H -3.71 2.42 -2.80 0.00
C -3.29 -1.25 -2.92 0.00
H -2.37 -1.28 -3.52 0.00
H -4.15 -1.19 -3.59 0.00
H -3.34 -2.15 -2.30 0.00
C -5.12 0.38 -1.65 0.00
H -5.61 -0.16 -2.46 0.00
H -5.40 1.44 -1.69 0.00
H -5.43 -0.01 -0.68 0.00
C -3.58 0.38 2.49 0.00
C -2.96 -0.82 1.77 0.03
C -3.89 -2.03 1.72 0.00
C -2.49 -0.50 0.39 -0.04
H -4.28 0.92 1.84 0.00
H -2.82 1.11 2.82 0.00
H -4.10 0.06 3.40 0.00
H -2.09 -1.12 2.38 0.00
H -4.73 -1.83 1.04 0.00
H -3.35 -2.92 1.37 0.00
H -4.28 -2.27 2.72 0.00
H -2.01 -1.36 -0.11 0.00
H -1.90 0.44 0.28 0.02
```

Its total energy is -50295.7890 eV. As for the energy above the lowest of the compared OMol25 structures with the same formula, charge and spin: 0.0 kJ/mol. The multiplicity is 3. The charge is +2. The value obtained for the frontier orbital gap (spin up / spin down) is 5.84 / 5.24 eV. The HOMO energy (spin up / spin down) comes out at -13.240 / -13.374 eV. The calculation puts the LUMO energy (spin up / spin down) at -0.27197 / -0.29873 Eh.

***

# 5
DFT (ωB97M-V with the def2-TZVPD basis set) results for 2 unconnected molecules or ions with the total composition C3H11N2O in a non-equilibrium geometry.

The geometry in XYZ format:
```
17
Properties=species:S:1:pos:R:3:nbo_charge:R:1
C -1.53 -1.38 0.30 -0.64
C -0.77 -0.04 0.07 0.00
C -0.11 0.43 -0.99 0.04
N -0.66 0.55 -2.27 -0.78
N -0.12 0.36 1.37 -0.72
H -1.84 -1.76 -0.67 0.26
H -0.77 -2.06 0.71 0.22
H -2.30 -1.25 1.05 0.23
H 0.91 0.78 -0.91 0.20
H -1.65 0.74 -2.31 0.40
H -0.19 1.24 -2.83 0.40
H -0.40 1.29 1.69 0.43
H -0.31 -0.33 2.10 0.42
H 0.96 0.33 1.28 0.47
H 3.09 0.45 1.66 0.51
H 2.96 -0.43 0.35 0.52
O 2.49 0.08 1.01 -0.96
```

Its total energy is -8309.8832 eV. As for the energy above the lowest of the compared OMol25 structures with the same formula, charge and spin: 184.2 kJ/mol. The charge is +1. The value obtained for the frontier orbital gap is 9.24 eV. The HOMO energy comes out at -12.422 eV. The calculation puts the LUMO energy at -0.11701 Eh.

***

# 6
DFT (ωB97M-V with the def2-TZVPD basis set) results for a molecular structure, C47H67CsN8OPSSi.

The geometry in XYZ format:
```
127
Properties=species:S:1:pos:R:3:lowdin_charge:R:1
Cs 0.21 0.59 -0.26 0.88
C -0.33 2.29 5.08 -0.03
C 0.15 1.68 3.79 -0.27
N -0.55 0.90 3.06 0.10
N -1.79 0.60 3.53 -0.02
C -2.64 -0.25 2.90 -0.88
N -3.80 -0.43 3.60 0.06
S -2.40 -1.00 1.45 0.62
C 1.55 1.95 3.36 -0.26
C 2.56 2.07 4.31 -0.03
C 3.86 2.26 3.87 -0.06
C 4.10 2.34 2.51 -0.05
C 3.03 2.21 1.64 -0.14
N 1.78 2.02 2.05 0.06
H -1.29 2.80 4.94 0.09
H 0.37 3.04 5.45 0.08
H -0.46 1.53 5.86 0.09
H -2.13 1.07 4.36 0.12
H -3.80 -0.32 4.60 0.09
H -4.40 -1.15 3.23 0.08
H 2.35 1.98 5.36 0.11
H 4.67 2.33 4.58 0.11
H 5.10 2.48 2.12 0.11
H 3.18 2.24 0.57 0.10
C 3.37 -0.61 -0.11 -0.31
Si 3.40 -2.24 0.59 0.52
C 2.10 -3.34 -0.28 -0.23
N 0.71 -2.98 0.08 -0.20
C 0.18 -3.83 1.15 -0.20
C -0.18 -5.25 0.70 -0.18
C -1.14 -5.21 -0.49 -0.21
C -0.54 -4.34 -1.61 -0.18
C -0.20 -2.96 -1.05 -0.25
C 5.04 -3.24 0.50 -0.24
C 5.29 -4.17 -0.50 -0.10
C 6.51 -4.83 -0.62 -0.11
C 7.53 -4.56 0.28 -0.12
C 7.31 -3.63 1.29 -0.11
C 6.09 -2.99 1.40 -0.12
C 2.96 -2.38 2.45 -0.23
C 2.08 -1.46 3.01 -0.10
C 1.59 -1.61 4.30 -0.09
C 1.99 -2.69 5.08 -0.11
C 2.88 -3.62 4.55 -0.11
C 3.35 -3.46 3.25 -0.11
H 2.89 -0.57 -1.09 -0.08
H 4.22 0.07 -0.03 -0.07
H 2.30 -4.41 -0.13 0.07
H 2.23 -3.16 -1.36 0.09
H -0.73 -3.34 1.53 0.08
H 0.90 -3.86 1.97 0.10
H -0.63 -5.79 1.53 0.11
H 0.72 -5.79 0.41 0.10
H -2.09 -4.76 -0.18 0.11
H -1.36 -6.21 -0.85 0.10
H -1.24 -4.24 -2.44 0.10
H 0.36 -4.81 -2.00 0.11
H -1.14 -2.50 -0.70 0.07
H 0.21 -2.31 -1.83 0.09
H 4.51 -4.39 -1.23 0.09
H 6.66 -5.55 -1.41 0.09
H 8.48 -5.07 0.20 0.09
H 8.10 -3.41 2.00 0.09
H 5.94 -2.27 2.20 0.10
H 1.76 -0.62 2.40 0.06
H 0.89 -0.88 4.70 0.08
H 1.61 -2.81 6.08 0.09
H 3.19 -4.47 5.14 0.09
H 4.03 -4.20 2.85 0.10
N -1.31 3.21 -0.27 0.00
C -1.29 4.36 -0.08 -0.43
N -1.26 5.64 0.16 0.02
C -1.12 6.42 -0.89 -0.46
N -0.98 7.16 -1.78 0.06
O 0.26 -0.09 -3.11 -0.46
P -0.57 0.91 -3.85 0.76
C -2.35 0.76 -3.41 -0.32
C -3.38 1.19 -4.50 -0.19
C -4.53 0.19 -4.63 -0.21
C -5.15 -0.14 -3.28 -0.19
C -4.09 -0.64 -2.27 -0.18
C -2.67 -0.63 -2.83 -0.20
C -0.19 2.62 -3.38 -0.37
C 1.31 2.92 -3.22 -0.18
C 1.49 4.42 -3.02 -0.18
C 1.10 5.20 -4.29 -0.19
C 0.07 4.44 -5.13 -0.19
C -0.91 3.70 -4.23 -0.17
C -0.36 0.70 -5.66 -0.33
C -1.01 -0.61 -6.14 -0.18
C -0.04 -1.78 -6.01 -0.19
C 1.14 -1.60 -6.99 -0.19
C 1.43 -0.12 -7.24 -0.20
C 1.15 0.71 -5.99 -0.20
H -2.44 1.46 -2.57 0.12
H -2.91 1.32 -5.47 0.09
H -3.80 2.16 -4.23 0.12
H -4.17 -0.74 -5.10 0.10
H -5.29 0.59 -5.31 0.11
H -5.94 -0.88 -3.40 0.10
H -5.63 0.77 -2.89 0.11
H -4.33 -1.66 -1.93 0.11
H -4.10 -0.02 -1.37 0.10
H -2.53 -1.41 -3.58 0.11
H -1.98 -0.86 -2.03 0.06
H -0.62 2.68 -2.37 0.04
H 1.89 2.59 -4.09 0.10
H 1.71 2.37 -2.37 0.09
H 2.51 4.66 -2.73 0.11
H 0.85 4.73 -2.19 0.10
H 1.99 5.40 -4.89 0.10
H 0.69 6.17 -3.99 0.09
H 0.57 3.73 -5.79 0.09
H -0.48 5.14 -5.77 0.11
H -1.72 3.26 -4.82 0.09
H -1.39 4.41 -3.55 0.12
H -0.83 1.55 -6.16 0.11
H -1.33 -0.50 -7.18 0.12
H -1.92 -0.82 -5.57 0.08
H -0.55 -2.72 -6.21 0.11
H 0.32 -1.82 -4.98 0.10
H 0.92 -2.10 -7.94 0.10
H 2.02 -2.09 -6.58 0.11
H 0.82 0.26 -8.06 0.11
H 2.47 0.01 -7.56 0.11
H 1.50 1.74 -6.12 0.09
H 1.72 0.29 -5.15 0.11
```

Its total energy is -92347.9957 eV. As for the energy above the lowest of the compared OMol25 structures with the same formula, charge and spin: 0.0 kJ/mol. The charge is -1. The value obtained for the frontier orbital gap is 4.66 eV. The HOMO energy comes out at -3.142 eV. The calculation puts the LUMO energy at 0.05571 Eh.